Entry 1:
Computed, not measured: 3 unconnected molecules or ions with the total composition C25H45ClIN2O9P3, with wB97M-V/def2-TZVPD.

## Properties
HOMO in Ha: -0.4669
Charge: +2
Gap between HOMO and LUMO in hartree: 0.198

```
86
C25H45ClIN2O9P3, DFT wB97M-V/def2-TZVPD
O 1.96 -1.72 -1.63
P 1.17 -0.80 -2.71
I 1.68 1.46 -1.92
N -0.68 -1.05 -2.48
C -1.26 -2.17 -2.04
C -2.64 -2.30 -1.91
C -3.43 -1.21 -2.22
C -4.92 -1.21 -2.13
C -5.56 -0.70 -1.00
C -6.94 -0.67 -0.96
N -7.70 -1.12 -1.96
C -9.18 -1.01 -1.85
C -9.73 0.24 -2.59
C -8.75 1.40 -2.70
Cl -8.49 2.25 -1.15
C -7.10 -1.64 -3.04
C -5.73 -1.70 -3.16
C -2.82 -0.05 -2.70
C -1.46 0.00 -2.82
H 2.15 -1.14 -0.86
H -0.60 -2.99 -1.78
H -3.09 -3.22 -1.57
H -5.00 -0.31 -0.17
H -7.43 -0.25 -0.09
H -9.68 -1.89 -2.26
H -9.41 -0.91 -0.79
H -10.06 0.01 -3.61
H -10.60 0.57 -2.03
H -7.81 1.10 -3.17
H -9.18 2.13 -3.38
H -7.73 -2.02 -3.84
H -5.30 -2.12 -4.06
H -3.42 0.82 -2.96
H -0.99 0.90 -3.20
O 6.00 6.61 -0.91
P 6.53 5.35 -0.32
O 6.32 5.52 1.29
C 5.01 5.66 1.81
C 4.18 4.40 1.65
O 8.13 5.55 -0.43
C 8.69 6.66 -1.14
C 8.84 7.89 -0.26
O 6.76 3.72 -0.29
C 5.93 2.83 -1.03
C 5.52 3.34 -2.40
H 4.51 6.51 1.33
H 5.12 5.90 2.87
H 3.93 4.23 0.60
H 3.24 4.48 2.20
H 4.72 3.53 2.02
H 8.10 6.88 -2.03
H 9.68 6.35 -1.50
H 7.95 8.07 0.35
H 9.03 8.78 -0.86
H 9.67 7.76 0.43
H 5.04 2.59 -0.44
H 6.48 1.89 -1.14
H 5.07 4.33 -2.35
H 4.80 2.66 -2.85
H 6.39 3.40 -3.06
O -0.01 -5.99 3.44
P 0.13 -4.51 3.37
O 1.72 -4.23 3.16
C 2.36 -4.74 2.00
C 1.81 -4.09 0.74
O -0.09 -4.06 4.91
C -0.51 -5.00 5.90
C 0.66 -5.73 6.53
O -0.28 -2.96 2.90
C -1.09 -2.68 1.78
C -2.26 -3.61 1.57
H 2.26 -5.83 1.93
H 3.42 -4.52 2.12
H 0.79 -4.45 0.54
H 2.42 -4.35 -0.13
H 1.78 -3.01 0.83
H -1.24 -5.70 5.48
H -1.04 -4.44 6.67
H 1.38 -6.07 5.79
H 0.32 -6.60 7.10
H 1.20 -5.07 7.21
H -0.46 -2.66 0.88
H -1.47 -1.66 1.92
H -1.96 -4.67 1.54
H -2.74 -3.38 0.62
H -2.99 -3.50 2.37
```

Listed below, in e, are the Löwdin charges computed for each atom: number 1, O, carries -0.36; number 2, P, carries 0.62; number 3, I, carries 0.58; number 4, N, carries -0.20; number 5, C, carries -0.04; number 6, C, carries 0.05; number 7, C, carries -0.13; number 8, C, carries -0.13; number 9, C, carries 0.07; number 10, C, carries -0.01; number 11, N, carries -0.04; number 12, C, carries -0.08; number 13, C, carries -0.21; number 14, C, carries -0.58; number 15, Cl, carries 0.62; number 16, C, carries 0.02; number 17, C, carries 0.06; number 18, C, carries 0.05; number 19, C, carries -0.11; number 20, H, carries 0.02; number 21, H, carries 0.14; number 22, H, carries 0.13; number 23, H, carries 0.15; number 24, H, carries 0.14; number 25, H, carries 0.14; number 26, H, carries 0.13; number 27, H, carries 0.12; number 28, H, carries 0.12; number 29, H, carries 0.07; number 30, H, carries 0.08; number 31, H, carries 0.16; number 32, H, carries 0.15; number 33, H, carries 0.15; number 34, H, carries 0.09; number 35, O, carries -0.22; number 36, P, carries 0.54; number 37, O, carries -0.19; number 38, C, carries -0.28; number 39, C, carries -0.09; number 40, O, carries -0.20; number 41, C, carries -0.28; number 42, C, carries -0.07; number 43, O, carries -0.17; number 44, C, carries -0.29; number 45, C, carries -0.09; number 46, H, carries 0.11; number 47, H, carries 0.12; number 48, H, carries 0.05; number 49, H, carries 0.08; number 50, H, carries 0.09; number 51, H, carries 0.10; number 52, H, carries 0.12; number 53, H, carries 0.07; number 54, H, carries 0.08; number 55, H, carries 0.08; number 56, H, carries 0.08; number 57, H, carries 0.12; number 58, H, carries 0.07; number 59, H, carries 0.05; number 60, H, carries 0.09; number 61, O, carries -0.20; number 62, P, carries 0.55; number 63, O, carries -0.19; number 64, C, carries -0.26; number 65, C, carries -0.09; number 66, O, carries -0.20; number 67, C, carries -0.27; number 68, C, carries -0.07; number 69, O, carries -0.17; number 70, C, carries -0.32; number 71, C, carries -0.07; number 72, H, carries 0.12; number 73, H, carries 0.13; number 74, H, carries 0.07; number 75, H, carries 0.08; number 76, H, carries 0.06; number 77, H, carries 0.10; number 78, H, carries 0.12; number 79, H, carries 0.07; number 80, H, carries 0.08; number 81, H, carries 0.08; number 82, H, carries 0.07; number 83, H, carries 0.12; number 84, H, carries 0.08; number 85, H, carries 0.04; number 86, H, carries 0.09

***

Entry 2:
Computed, not measured: a molecular structure, C25H45ClNO3PTi, with wB97M-V/def2-TZVPD.

## Properties
2S+1: 2
HOMO (alpha / beta) in Ha: -0.0808 / -0.0780
Charge: -1
Gap between HOMO and LUMO (alpha / beta) in hartree: 0.182 / 0.179

```
77
C25H45ClNO3PTi, DFT wB97M-V/def2-TZVPD
Ti -0.43 -2.13 1.68
P 0.25 -0.17 -0.46
Cl -0.57 -3.35 -0.23
C 1.52 -1.54 2.00
H 2.08 -0.83 2.62
H 2.21 -2.30 1.58
C -1.05 -0.45 -1.81
C 1.89 -0.78 -1.14
C -1.12 0.54 -2.96
H -0.73 -1.43 -2.20
C -2.10 0.03 -4.04
H -1.48 1.52 -2.60
H -0.14 0.71 -3.42
C -3.49 -0.30 -3.48
H -2.18 0.78 -4.83
H -1.67 -0.87 -4.49
C -3.43 -1.17 -2.22
H -4.01 0.64 -3.24
H -4.08 -0.81 -4.25
C -2.44 -0.62 -1.18
H -4.43 -1.24 -1.77
H -3.13 -2.19 -2.49
H -2.80 0.35 -0.80
H -2.41 -1.32 -0.33
C 0.47 1.70 -0.29
C 3.06 -0.18 -0.36
H 1.83 -1.86 -0.88
C 4.39 -0.85 -0.75
H 3.13 0.90 -0.54
H 2.88 -0.32 0.71
C 4.63 -0.84 -2.26
H 5.21 -0.34 -0.24
H 4.37 -1.89 -0.40
C 3.42 -1.31 -3.08
H 4.90 0.18 -2.58
H 5.49 -1.47 -2.50
C 2.09 -0.66 -2.66
H 3.59 -1.11 -4.15
H 3.32 -2.40 -2.97
H 2.10 0.39 -2.95
H 1.26 -1.14 -3.19
C -0.86 2.37 0.09
H 1.15 1.77 0.57
C -0.63 3.84 0.49
H -1.55 2.34 -0.77
H -1.34 1.84 0.91
C 0.14 4.64 -0.56
H -1.61 4.31 0.68
H -0.08 3.85 1.44
C 1.39 3.91 -1.07
H -0.53 4.85 -1.41
H 0.43 5.61 -0.14
C 1.13 2.45 -1.45
H 1.81 4.44 -1.93
H 2.16 3.93 -0.28
H 0.48 2.42 -2.34
H 2.08 1.98 -1.75
C -1.64 -0.39 2.37
C -0.29 -0.06 2.81
H -2.00 0.00 1.40
C 0.06 -0.12 4.27
H 0.32 0.59 2.17
C -0.89 -1.02 5.09
H 1.08 -0.50 4.38
H 0.04 0.89 4.71
C -2.37 -0.73 4.83
H -0.70 -2.07 4.85
H -0.68 -0.88 6.16
C -2.76 -0.70 3.33
H -2.97 -1.49 5.34
H -2.63 0.23 5.28
H -3.23 -1.67 3.08
H -3.57 0.04 3.22
O -0.09 -5.44 3.36
N -1.10 -4.81 3.36
O -2.25 -5.05 3.61
O -0.87 -3.21 3.00
```

Listed below, in e, are the Löwdin charges computed for each atom: number 1, Ti, carries 0.40; number 2, P, carries 1.08; number 3, Cl, carries 0.06; number 4, C, carries -0.28; number 5, H, carries -0.05; number 6, H, carries -0.05; number 7, C, carries -0.46; number 8, C, carries -0.43; number 9, C, carries -0.22; number 10, H, carries 0.07; number 11, C, carries -0.20; number 12, H, carries 0.10; number 13, H, carries 0.09; number 14, C, carries -0.21; number 15, H, carries 0.10; number 16, H, carries 0.11; number 17, C, carries -0.20; number 18, H, carries 0.11; number 19, H, carries 0.10; number 20, C, carries -0.25; number 21, H, carries 0.11; number 22, H, carries 0.11; number 23, H, carries 0.11; number 24, H, carries 0.05; number 25, C, carries -0.42; number 26, C, carries -0.23; number 27, H, carries 0.08; number 28, C, carries -0.20; number 29, H, carries 0.10; number 30, H, carries 0.06; number 31, C, carries -0.21; number 32, H, carries 0.10; number 33, H, carries 0.11; number 34, C, carries -0.20; number 35, H, carries 0.11; number 36, H, carries 0.10; number 37, C, carries -0.21; number 38, H, carries 0.10; number 39, H, carries 0.11; number 40, H, carries 0.09; number 41, H, carries 0.10; number 42, C, carries -0.21; number 43, H, carries 0.11; number 44, C, carries -0.20; number 45, H, carries 0.10; number 46, H, carries 0.09; number 47, C, carries -0.21; number 48, H, carries 0.10; number 49, H, carries 0.11; number 50, C, carries -0.20; number 51, H, carries 0.11; number 52, H, carries 0.10; number 53, C, carries -0.21; number 54, H, carries 0.10; number 55, H, carries 0.11; number 56, H, carries 0.10; number 57, H, carries 0.08; number 58, C, carries -0.28; number 59, C, carries -0.25; number 60, H, carries 0.05; number 61, C, carries -0.21; number 62, H, carries 0.06; number 63, C, carries -0.21; number 64, H, carries 0.09; number 65, H, carries 0.11; number 66, C, carries -0.20; number 67, H, carries 0.09; number 68, H, carries 0.10; number 69, C, carries -0.21; number 70, H, carries 0.10; number 71, H, carries 0.10; number 72, H, carries 0.10; number 73, H, carries 0.10; number 74, O, carries 0.12; number 75, N, carries -0.34; number 76, O, carries 0.10; number 77, O, carries -0.33

***

Entry 3:
Computed, not measured: a molecular structure, C25H45LaNOP2, with wB97M-V/def2-TZVPD.

## Properties
Relative energy (zero: lowest compared OMol25 entry of this formula, charge and spin) in eV: 0.422
HOMO (alpha / beta) in Ha: -0.3526 / -0.3525
Charge: +1
Gap between HOMO and LUMO (alpha / beta) in hartree: 0.178 / 0.178

```
75
C25H45LaNOP2, DFT wB97M-V/def2-TZVPD
La -0.57 -0.43 -0.89
C -2.38 1.72 0.89
C -2.96 0.83 -0.07
C -2.43 -0.38 1.82
C -2.11 0.98 2.07
C -2.99 -0.48 0.51
C -2.22 3.18 0.73
H -2.09 3.45 -0.33
H -1.35 3.55 1.29
H -3.12 3.71 1.10
C -1.76 1.52 3.40
H -1.48 2.58 3.34
H -0.91 0.98 3.86
H -2.61 1.44 4.09
C -2.36 -1.47 2.82
H -3.37 -1.67 3.21
H -1.71 -1.23 3.67
H -1.98 -2.42 2.39
C -3.47 -1.71 -0.17
H -4.57 -1.68 -0.26
H -3.20 -2.62 0.39
H -3.07 -1.82 -1.20
C -3.43 1.21 -1.44
H -4.35 1.82 -1.40
H -3.67 0.33 -2.06
H -2.69 1.82 -1.99
C 1.48 0.56 -1.80
C 0.43 1.43 -2.13
C -0.06 1.55 -3.57
C -0.99 0.40 -4.12
C -1.12 -0.86 -3.28
C -0.03 -1.64 -2.97
C 1.35 -1.39 -3.55
C 2.20 -0.26 -2.88
H 0.80 1.65 -4.27
H -0.65 0.15 -5.14
H -0.62 2.51 -3.66
H 2.58 0.41 -3.68
H 2.02 0.68 -0.84
H 0.23 2.30 -1.47
H 3.11 -0.71 -2.42
H 1.95 -2.32 -3.49
H -0.14 -2.62 -2.46
H 1.24 -1.15 -4.63
H -2.00 0.84 -4.24
H -2.16 -1.20 -3.13
P 2.29 2.95 1.37
C 1.69 3.35 3.06
H 2.37 4.00 3.63
H 1.51 2.39 3.59
H 0.71 3.83 2.93
C 3.86 2.05 1.72
H 4.61 2.70 2.20
H 4.23 1.66 0.75
H 3.62 1.18 2.36
C 2.87 4.54 0.68
H 3.28 4.33 -0.32
H 3.61 5.03 1.32
H 1.98 5.18 0.55
P 0.85 -3.61 0.45
C 0.21 -5.22 -0.17
H 1.01 -5.96 -0.35
H -0.30 -5.01 -1.12
H -0.54 -5.62 0.53
C 2.53 -3.58 -0.34
H 2.42 -3.24 -1.38
H 2.98 -4.58 -0.31
H 3.17 -2.85 0.19
C 1.29 -3.94 2.20
H 1.73 -4.94 2.33
H 0.37 -3.85 2.80
H 1.98 -3.17 2.58
O 1.24 -0.19 3.39
C 0.97 -0.41 2.25
N 0.72 -0.61 1.09
```

Listed below, in e, are the Löwdin charges computed for each atom: number 1, La, carries 1.95; number 2, C, carries -0.25; number 3, C, carries -0.36; number 4, C, carries -0.27; number 5, C, carries -0.22; number 6, C, carries -0.37; number 7, C, carries -0.05; number 8, H, carries 0.07; number 9, H, carries 0.07; number 10, H, carries 0.10; number 11, C, carries -0.03; number 12, H, carries 0.07; number 13, H, carries 0.07; number 14, H, carries 0.10; number 15, C, carries -0.04; number 16, H, carries 0.10; number 17, H, carries 0.08; number 18, H, carries 0.07; number 19, C, carries -0.06; number 20, H, carries 0.11; number 21, H, carries 0.09; number 22, H, carries 0.04; number 23, C, carries -0.06; number 24, H, carries 0.10; number 25, H, carries 0.07; number 26, H, carries 0.07; number 27, C, carries -0.25; number 28, C, carries -0.26; number 29, C, carries -0.15; number 30, C, carries -0.16; number 31, C, carries -0.24; number 32, C, carries -0.26; number 33, C, carries -0.15; number 34, C, carries -0.14; number 35, H, carries 0.13; number 36, H, carries 0.14; number 37, H, carries 0.13; number 38, H, carries 0.13; number 39, H, carries 0.09; number 40, H, carries 0.12; number 41, H, carries 0.12; number 42, H, carries 0.12; number 43, H, carries 0.10; number 44, H, carries 0.13; number 45, H, carries 0.12; number 46, H, carries 0.11; number 47, P, carries 0.76; number 48, C, carries -0.30; number 49, H, carries 0.05; number 50, H, carries 0.03; number 51, H, carries 0.02; number 52, C, carries -0.30; number 53, H, carries 0.05; number 54, H, carries 0.03; number 55, H, carries 0.03; number 56, C, carries -0.32; number 57, H, carries 0.03; number 58, H, carries 0.04; number 59, H, carries 0.03; number 60, P, carries 0.75; number 61, C, carries -0.30; number 62, H, carries 0.04; number 63, H, carries 0.02; number 64, H, carries 0.04; number 65, C, carries -0.29; number 66, H, carries 0.01; number 67, H, carries 0.05; number 68, H, carries 0.05; number 69, C, carries -0.28; number 70, H, carries 0.05; number 71, H, carries 0.04; number 72, H, carries 0.04; number 73, O, carries 0.04; number 74, C, carries -0.54; number 75, N, carries -0.13

***

Total energy readings, ordered: -96539.9899; -79211.3341; -49621.7240 eV